[1]
Entry from OMol25: a cluster of 10 separate species, C27H71N3O10 in total (ωB97M-V with the def2-TZVPD basis set).

As for the charge: 0. As for the structure (SMILES): CC1(C)CCCC(C)(C)N1O.CC1(C)CCCC(C)(C)N1O.CC1(C)CCCC(C)(C)N1O.O.O.O.O.O.O.O. The calculation puts the lowest unoccupied orbital energy at -0.090 eV. For the strongest force on any atom, the calculation gives 6.684 eV Å⁻¹. The calculation puts the relative energy (zero: lowest compared OMol25 entry of this formula, charge and spin) at 5.197 eV.

Cartesian coordinates (Å):
1 C -0.57638 9.73136 19.48881
2 C -0.33363 8.17825 19.13204
3 C -0.60549 7.92446 17.63264
4 C 1.17793 7.92264 19.42828
5 C 1.47416 7.73877 20.93362
6 C 0.55242 6.76734 21.61998
7 C -0.99495 7.10514 21.47319
8 C -1.71198 5.78040 21.86451
9 C -1.29137 8.32492 22.31757
10 N -1.19605 7.33616 19.98161
11 O -2.50339 7.28122 19.60321
12 H 0.13345 10.21414 20.16050
13 H -0.47682 10.43626 18.66342
14 H -1.55721 9.93829 19.91690
15 H -1.68040 7.87334 17.45925
16 H -0.13546 8.67878 17.00162
17 H -0.19906 6.95483 17.34502
18 H 1.60914 7.13060 18.81605
19 H 1.74993 8.79330 19.10755
20 H 2.53362 7.50462 21.03761
21 H 1.41951 8.71766 21.40995
22 H 0.83927 6.67015 22.66705
23 H 0.56554 5.70191 21.39026
24 H -2.78903 5.81834 22.02766
25 H -1.31039 5.44075 22.81922
26 H -1.68455 5.05981 21.04713
27 H -1.13057 8.31134 23.39556
28 H -2.23120 8.72894 21.94130
29 H -0.61014 9.11638 22.00513
30 H -2.66012 6.33584 19.66077
31 C 6.08919 3.93702 24.43846
32 C 5.86129 4.35818 25.82374
33 C 4.41836 3.80510 26.22803
34 C 7.00804 3.75869 26.66601
35 C 8.34583 4.50120 26.67117
36 C 8.13220 5.89037 27.14956
37 C 7.20337 6.68230 26.20100
38 C 6.94195 7.90334 26.97929
39 C 7.95423 7.00217 24.92281
40 N 5.88617 5.90302 25.99331
41 O 4.86002 6.52742 25.27073
42 H 6.06521 2.88857 24.14132
43 H 5.39164 4.52553 23.84249
44 H 7.13891 4.09785 24.19288
45 H 3.75210 3.91960 25.37298
46 H 4.45676 2.72546 26.37293
47 H 3.91170 4.16475 27.12361
48 H 6.63047 3.50317 27.65609
49 H 7.33614 2.87073 26.12568
50 H 8.94908 3.95121 27.39346
51 H 8.91223 4.46696 25.74053
52 H 9.07932 6.41642 27.26919
53 H 7.66458 5.72209 28.11967
54 H 6.19893 7.59249 27.71371
55 H 6.59136 8.77056 26.41971
56 H 7.84516 8.23838 27.48926
57 H 8.01904 6.18738 24.20171
58 H 8.96025 7.18515 25.30033
59 H 7.77247 7.90005 24.33215
60 H 4.26561 6.81226 25.96870
61 C 6.54993 2.92666 17.75925
62 C 8.05782 3.22423 17.65745
63 C 8.36766 4.66723 18.36486
64 C 8.82982 2.02752 18.37274
65 C 10.29312 1.77860 18.06285
66 C 10.61556 1.98169 16.54579
67 C 9.92713 3.19466 15.80472
68 C 10.75800 4.40579 16.34825
69 C 10.13094 3.12459 14.25207
70 N 8.53202 3.20136 16.18805
71 O 7.81850 4.10339 15.60981
72 H 5.96459 3.72385 17.30105
73 H 6.22569 2.10068 17.12622
74 H 6.29753 2.88018 18.81861
75 H 8.13020 5.50229 17.70577
76 H 7.70048 4.67591 19.22676
77 H 9.35279 4.89053 18.77442
78 H 8.60219 2.04456 19.43857
79 H 8.44587 1.06312 18.04014
80 H 10.90321 2.40109 18.71737
81 H 10.65394 0.85665 18.51883
82 H 10.49239 1.05865 15.97929
83 H 11.66854 2.25201 16.62498
84 H 10.17694 5.29498 16.10370
85 H 11.71622 4.53892 15.84605
86 H 11.05887 4.38981 17.39577
87 H 9.85244 2.11914 13.93647
88 H 11.20336 3.11957 14.05714
89 H 9.60831 3.87417 13.65787
90 H 7.10619 3.50820 15.36498
91 O 0.63910 0.46945 24.06762
92 H 0.41289 -0.03925 23.28898
93 H 0.79467 -0.18722 24.74645
94 O -1.28295 0.16313 19.37010
95 H -0.33645 0.12905 19.23149
96 H -1.45412 -0.51379 20.02486
97 O 3.87708 -2.05196 17.67913
98 H 3.38098 -1.83899 18.46956
99 H 3.79028 -1.27628 17.12504
100 O 0.20383 3.48132 18.61036
101 H 0.11411 4.19066 19.24677
102 H -0.53648 2.90199 18.79076
103 O 4.12936 -3.42027 22.72500
104 H 4.98261 -3.79354 22.50391
105 H 4.15657 -3.30527 23.67487
106 O 2.92840 0.31461 20.60386
107 H 3.01443 1.24205 20.82451
108 H 3.19249 -0.14693 21.39978
109 O 1.97819 0.92454 16.40917
110 H 1.28873 0.77866 15.76140
111 H 1.58821 1.52613 17.04339

Löwdin population analysis, charges in e, atoms 1 to 5: -0.0322, -0.4407, -0.0286, -0.1298, -0.1772



[2]
Entry from OMol25: a cluster of 6 separate species, C27H72FN5O6P in total (ωB97M-V with the def2-TZVPD basis set).

As for the charge: +1. The calculation puts the lowest unoccupied orbital energy at -2.294 eV. For the strongest force on any atom, the calculation gives 0.516 eV Å⁻¹.

Cartesian coordinates (Å):
1 O 1.72695 -3.24273 4.35572
2 C 0.47210 -3.89077 4.11343
3 C -0.01723 -3.74054 2.67743
4 C 0.79572 -4.53974 1.64483
5 C 1.34204 -3.68300 0.49430
6 P 2.43356 -2.35966 1.05648
7 C 2.37112 -0.83146 0.09671
8 C 2.21667 0.42548 0.98085
9 C 0.99434 0.40411 1.90387
10 F -0.01133 -0.39286 1.36307
11 H 2.42766 -3.84509 4.11050
12 H 0.56009 -4.94861 4.36492
13 H -0.24453 -3.43748 4.79121
14 H -1.04813 -4.10169 2.67785
15 H -0.06851 -2.68460 2.40995
16 H 0.16551 -5.30471 1.19865
17 H 1.62043 -5.07283 2.12400
18 H 1.95593 -4.28873 -0.17626
19 H 0.54300 -3.25850 -0.10427
20 H 3.73169 -2.86075 1.00930
21 H 2.20633 -2.10273 2.40577
22 H 3.30575 -0.76311 -0.45811
23 H 1.55307 -0.92148 -0.61096
24 H 2.15035 1.27580 0.30945
25 H 3.10204 0.54084 1.60662
26 H 0.61371 1.41185 2.03872
27 H 1.22175 -0.00253 2.88863
28 C -1.93898 0.90039 -3.85659
29 C -0.49335 0.59272 -4.23466
30 C -0.01278 -0.80199 -3.80792
31 O 0.26844 -0.97310 -2.42697
32 C -0.84921 -1.22521 -1.59684
33 N 0.36362 1.68152 -3.74893
34 H -2.03248 1.18368 -2.80760
35 H -2.30409 1.73892 -4.44690
36 H -2.59157 0.04532 -4.04166
37 H -0.43250 0.60370 -5.32613
38 H 0.93549 -1.00095 -4.31124
39 H -0.72172 -1.57496 -4.13118
40 H -1.59258 -1.86021 -2.08419
41 H -1.32745 -0.30487 -1.25558
42 H -0.48501 -1.74799 -0.71641
43 H 1.30107 1.57609 -4.12677
44 H 0.46850 1.54578 -2.74590
45 C -4.45856 -4.80976 -0.71875
46 C -3.45130 -4.48650 -1.81678
47 C -3.55614 -5.36976 -3.06410
48 O -3.05048 -6.67645 -2.90824
49 C -3.93249 -7.61205 -2.31442
50 N -2.09732 -4.49999 -1.24715
51 H -4.16059 -5.68806 -0.14670
52 H -4.52844 -3.97779 -0.01858
53 H -5.45143 -4.99086 -1.13169
54 H -3.65255 -3.46391 -2.15432
55 H -2.94135 -4.91874 -3.84776
56 H -4.58898 -5.40073 -3.43503
57 H -4.96557 -7.43444 -2.62663
58 H -3.88044 -7.59291 -1.22318
59 H -3.62955 -8.60067 -2.65443
60 H -1.44010 -4.16560 -1.94684
61 H -1.83747 -5.47271 -1.10398
62 C 0.96659 6.89096 -1.83739
63 C 0.32964 5.50720 -1.73478
64 C -0.05361 5.10110 -0.30538
65 O 1.03149 4.72128 0.52468
66 C 1.81034 5.80165 1.01613
67 N 1.19510 4.53415 -2.40844
68 H 2.01792 6.87717 -1.54997
69 H 0.91766 7.24023 -2.86834
70 H 0.44876 7.61834 -1.20948
71 H -0.61158 5.53691 -2.29262
72 H -0.69628 4.21730 -0.35727
73 H -0.62946 5.89967 0.18019
74 H 1.18928 6.67089 1.24680
75 H 2.58022 6.08223 0.29767
76 H 2.29999 5.46828 1.93259
77 H 0.72391 3.63546 -2.47499
78 H 2.00280 4.37797 -1.80974
79 C 6.90167 6.15797 -2.51934
80 C 5.58464 6.77185 -2.98359
81 C 4.97298 7.77263 -1.99790
82 O 4.36856 7.18231 -0.86204
83 C 5.22570 6.83394 0.20475
84 N 4.65584 5.69697 -3.34520
85 H 6.73923 5.36433 -1.78971
86 H 7.42217 5.71273 -3.36582
87 H 7.55726 6.90716 -2.07223
88 H 5.79219 7.34032 -3.89496
89 H 4.16179 8.29702 -2.50797
90 H 5.70840 8.52536 -1.68564
91 H 6.02334 7.56428 0.36555
92 H 5.67271 5.84646 0.06044
93 H 4.60991 6.79606 1.10321
94 H 3.82968 6.08160 -3.79341
95 H 4.31288 5.27345 -2.48822
96 C -5.16233 -2.39326 6.06584
97 C -3.98336 -2.06753 5.15523
98 C -3.98850 -2.81395 3.81653
99 O -3.63479 -4.18206 3.88036
100 C -4.66730 -5.05970 4.29671
101 N -2.73597 -2.25233 5.90300
102 H -5.02192 -3.34271 6.58142
103 H -5.26267 -1.62569 6.83124
104 H -6.09757 -2.44069 5.50602
105 H -4.04984 -1.00515 4.90084
106 H -3.23134 -2.35411 3.17370
107 H -4.95695 -2.70214 3.31095
108 H -5.64029 -4.72753 3.92467
109 H -4.71175 -5.15410 5.38325
110 H -4.44695 -6.04036 3.87745
111 H -1.95405 -1.89701 5.36121
112 H -2.56884 -3.24931 6.00534

Löwdin population analysis, charges in e, atoms 1 to 5: -0.0837, -0.2331, -0.1849, -0.2169, -0.3094